ORCA calculation (wB97M-V/def2-TZVPD) on a structure of composition C40H45CdN10O3 in a non-equilibrium geometry.

The value obtained for the molecular weight is 826.28 g/mol. Its multiplicity is 2. The value obtained for the lowest unoccupied orbital energy (spin up / spin down) is -0.53 / -0.53 eV. The HOMO-LUMO gap (spin up / spin down) is 3.11 / 6.91 eV.

Atoms and positions in Å:
C: 2.764 -5.713 -0.991
H: 2.427 3.279 -3.528
C: 2.930 2.373 -3.225
H: 5.143 0.209 -4.716
O: 0.132 -1.385 -0.744
H: -0.082 0.497 -2.829
C: 3.088 0.376 -2.012
C: -4.590 -1.347 1.029
N: -0.197 -2.189 -3.650
H: -2.855 -3.679 -0.620
C: -3.875 -0.498 0.142
C: 4.904 2.192 2.879
C: -4.768 0.097 -0.606
H: -0.634 -2.763 -2.944
H: 1.722 -4.200 -2.357
H: -2.806 -0.422 0.003
N: -6.069 -0.125 -0.161
C: -1.611 -3.743 2.411
C: 2.304 -6.032 0.272
H: 4.547 2.662 -0.483
C: 1.799 -4.749 -1.430
C: -2.908 2.224 -3.173
C: -0.815 -1.724 -4.768
H: -2.304 -5.601 3.183
H: 4.064 2.495 -4.985
H: -4.082 -2.071 1.649
H: -1.269 -2.224 1.029
C: 1.087 -1.688 -3.631
C: -5.948 -1.013 0.878
H: -4.661 0.802 -1.417
C: 0.305 4.549 1.610
C: 4.257 2.505 0.546
N: -1.718 -3.113 1.193
Cd: 1.217 2.437 -0.584
H: -6.882 -1.425 1.230
H: 1.283 4.996 1.513
N: 0.899 -4.519 -0.484
C: -0.584 5.231 2.421
C: -2.029 1.137 -3.288
C: 0.628 0.025 5.147
H: -2.508 5.109 3.356
H: -1.011 4.471 -1.694
H: 2.102 -0.148 -4.801
H: 1.303 -0.741 4.797
C: -1.197 2.837 1.216
H: -0.426 -0.106 3.342
C: 4.522 0.643 -3.947
H: -6.863 0.113 -0.738
H: 0.129 -3.866 -0.515
H: 5.610 2.049 3.683
H: 4.570 -1.068 -2.698
N: -0.373 0.225 4.295
H: 1.579 1.845 2.370
N: 2.503 1.652 -2.085
C: -2.122 3.445 2.090
O: -0.292 -0.737 1.271
H: 3.632 -6.032 -1.549
H: -2.435 0.224 -3.698
H: -0.234 6.168 2.827
C: -2.871 -5.079 1.126
C: -1.797 4.635 2.694
C: 0.431 0.716 6.306
H: -3.081 2.962 2.203
C: -0.814 1.397 6.145
C: -2.473 3.386 -2.632
H: -1.479 1.896 0.766
H: 3.177 1.716 4.116
C: 5.224 2.448 1.544
H: -1.242 1.965 6.958
C: 0.044 -0.750 -5.384
O: 0.693 0.488 -0.043
H: -1.019 -3.250 3.167
H: -3.452 -5.870 0.673
H: -3.100 4.262 -2.717
C: -1.259 1.140 4.860
H: -1.997 1.544 4.183
C: -0.754 1.341 -2.773
C: -2.589 -3.899 0.403
H: 0.704 -5.173 1.557
C: -2.300 -4.890 2.370
C: 3.523 2.064 3.154
C: 4.108 -0.108 -2.872
C: 2.601 2.047 2.086
C: 3.850 1.878 -4.125
H: -3.943 2.215 -3.482
C: 1.222 -5.247 0.612
C: -1.260 3.489 -2.069
N: 0.067 3.327 0.948
H: 6.266 2.522 1.269
H: -0.236 -0.157 -6.242
N: 2.884 2.275 0.765
H: 2.756 -6.775 0.911
N: 0.222 -0.599 0.176
N: -0.320 2.483 -2.073
H: 0.985 0.685 7.232
H: 1.808 -1.983 -2.883
H: -1.828 -1.965 -5.053
C: 1.221 -0.745 -4.619
H: 2.729 -0.341 -1.289

Löwdin atomic charge list, values in e, 6 entries: -0.0907 0.1057 -0.1103 0.1143 0.0278 0.0556